C26H24CoN8S2 as an isolated structure at a distorted geometry. Source: the OMol25 dataset; level of theory: ωB97M-V with the def2-TZVPD basis set.

XYZ file:
```
61
Properties=species:S:1:pos:R:3:forces:R:3:lowdin_charge:R:1
Co 1.038 -0.487 0.094 -1.17 -0.09 -0.83 0.32
C 1.480 3.641 0.870 -0.04 -0.07 0.01 -0.04
C 0.180 4.077 1.129 0.06 -0.01 -0.03 -0.04
C -0.818 3.145 1.265 0.01 0.06 0.04 0.00
C -0.538 1.779 1.122 -0.14 -0.13 0.13 -0.31
N 0.693 1.381 0.742 0.30 -0.09 0.44 0.06
C 1.679 2.295 0.689 -0.03 0.08 -0.01 -0.11
N -1.581 0.920 1.453 0.32 -0.15 -0.11 0.13
C -1.340 -0.341 1.638 -0.23 -0.17 0.18 -0.28
N -0.190 -1.006 1.381 0.32 0.01 -0.12 0.03
C -0.233 -2.286 1.876 -0.24 -0.05 0.19 -0.26
N 0.742 -3.119 1.952 0.01 0.34 -0.30 0.19
C 2.029 -2.718 1.603 -0.36 -0.10 0.27 -0.32
C 3.035 -3.647 1.874 0.13 0.06 0.04 0.01
C 4.352 -3.333 1.638 -0.02 -0.01 0.00 -0.03
C 4.668 -2.065 1.159 -0.05 0.10 0.03 -0.03
C 3.638 -1.197 0.891 0.06 -0.03 0.16 -0.10
N 2.343 -1.514 1.075 0.20 0.28 -0.10 0.01
C -1.608 -2.508 2.397 0.28 -0.06 -0.12 -0.09
C -2.199 -3.616 2.961 -0.13 0.05 0.04 0.01
C -3.527 -3.487 3.366 0.05 0.05 -0.02 -0.05
C -4.213 -2.283 3.222 0.08 0.01 -0.02 -0.05
C -3.598 -1.162 2.667 -0.01 -0.10 0.06 0.00
C -2.292 -1.307 2.250 0.12 0.25 -0.14 -0.09
H 2.314 4.324 0.817 0.01 0.03 -0.01 0.11
H -0.034 5.130 1.257 0.00 0.02 0.01 0.12
H -1.826 3.421 1.535 0.00 0.00 0.02 0.12
H 2.668 1.901 0.506 -0.01 0.03 -0.03 0.09
H 2.730 -4.601 2.274 -0.02 -0.02 0.00 0.12
H 5.129 -4.059 1.833 0.03 -0.01 0.02 0.12
H 5.689 -1.753 0.996 0.02 0.00 -0.02 0.11
H 3.832 -0.203 0.516 0.02 -0.03 -0.07 0.10
H -1.656 -4.543 3.078 0.01 -0.02 0.01 0.12
H -4.035 -4.335 3.804 -0.02 -0.02 0.01 0.11
H -5.239 -2.217 3.555 -0.03 -0.01 0.01 0.11
H -4.119 -0.220 2.569 0.00 0.00 0.00 0.12
S 0.928 -2.281 -1.257 0.14 -0.26 0.04 0.78
C 2.029 -1.285 -2.140 -0.02 -0.18 -0.06 -0.68
C 2.679 -1.571 -3.344 -0.10 0.01 0.13 -0.05
C 3.538 -0.628 -3.852 0.07 0.11 -0.01 -0.04
C 3.744 0.573 -3.164 -0.06 -0.07 -0.02 -0.05
C 3.070 0.781 -1.985 -0.10 0.03 -0.09 -0.11
N 2.220 -0.131 -1.486 0.15 0.06 0.24 -0.06
H 2.503 -2.517 -3.833 -0.02 -0.02 -0.04 0.12
H 4.058 -0.816 -4.782 0.02 0.00 -0.01 0.12
H 4.412 1.331 -3.541 0.04 0.02 -0.02 0.11
H 3.198 1.701 -1.433 -0.03 -0.01 0.00 0.10
C -3.878 2.773 -0.956 -0.09 0.12 0.05 -0.06
N -2.897 1.703 -0.981 0.22 -0.25 0.30 -0.02
C -2.171 1.210 -1.976 -0.17 0.34 -0.05 -0.76
S -1.147 -0.159 -1.733 0.41 -0.10 0.16 0.69
N -2.232 1.694 -3.221 0.24 -0.27 -0.10 -0.04
C -2.982 2.802 -3.788 -0.04 0.08 -0.08 -0.06
H -4.182 2.895 0.082 -0.02 0.01 -0.02 0.09
H -4.765 2.525 -1.536 0.00 0.02 0.01 0.09
H -3.470 3.724 -1.296 -0.02 -0.06 0.03 0.08
H -2.714 1.240 -0.089 -0.11 0.14 -0.16 0.07
H -1.642 1.170 -3.850 -0.03 0.11 0.03 0.11
H -4.057 2.666 -3.694 0.00 0.01 0.00 0.08
H -2.743 2.835 -4.848 -0.03 0.01 0.00 0.09
H -2.689 3.756 -3.353 -0.01 -0.03 -0.02 0.08
```
Forces are in eV/Å.

Output
- Total charge: +1
- Molar mass: 571.6 Da
- Energy above the lowest of the compared OMol25 structures with the same formula, charge and spin: 129.89 kJ/mol
- Highest occupied orbital energy (spin up / spin down): -10.698 / -10.698 eV
- Calculated total energy: -3622.262585 a.u.